Here is one molecule with the formula C8H15N4OP from the OMol25 dataset. Energies are from ωB97M-V/def2-TZVPD.

## Properties
Net charge = 0
ΔE to the lowest compared entry with this formula, charge and spin = 0.000 eV
Frontier orbital gap = 9.2 eV
SMILES string = CNN(C)[P@](=O)(NN)c1ccccc1
Highest occupied orbital energy = -8.667 eV
Total energy = -25833.62243 eV

Last column: Löwdin charge in e.
Geometry (Å):
C (-4.1986, -0.0834, -0.2665)  -0.06
C (-3.4148, -0.5809, 0.8277)  -0.07
C (-3.5773, 0.3035, -1.4527)  -0.08
C (-2.0401, -0.4072, 0.8075)  -0.09
C (-2.2108, 0.4905, -1.4581)  -0.10
C (-1.4044, 0.1610, -0.3796)  -0.26
C (3.5426, 0.1078, -0.5753)  -0.12
C (1.0034, -2.0676, -0.2808)  -0.11
N (0.4049, 2.5915, 1.3136)  -0.13
N (2.4695, -0.5103, -1.3370)  -0.11
N (0.8413, 1.3251, 1.0584)  -0.24
N (1.2767, -0.6794, -0.5150)  -0.31
O (0.6118, 1.6801, -1.5659)  -0.30
P (0.3143, 0.7403, -0.4702)  0.62
H (-5.2468, -0.1583, -0.2272)  0.08
H (-3.7787, -0.9548, 1.8087)  0.11
H (-4.1368, 0.4576, -2.3543)  0.10
H (-1.3570, -0.4594, 1.6359)  0.08
H (-1.5908, 0.9008, -2.3308)  0.13
H (3.9574, -0.6289, 0.0795)  0.07
H (4.4062, 0.2205, -1.3378)  0.11
H (3.3081, 1.0844, -0.3189)  0.03
H (-0.0654, -2.0569, 0.2012)  0.10
H (0.9275, -2.7661, -1.1836)  0.10
H (1.8564, -2.3560, 0.1940)  0.03
H (1.0259, 3.2878, 1.7260)  0.07
H (-0.6307, 2.8857, 1.6649)  0.14
H (2.1738, 0.0418, -2.1233)  0.08
H (0.7286, 0.5735, 1.8454)  0.13

Force components x, y, z for each atom (eV/Å):
1.844 -1.521 0.411
0.238 0.960 0.477
-0.246 -0.057 0.920
1.227 1.695 -2.564
2.454 0.288 -1.505
-1.446 0.020 1.698
1.969 -1.274 -3.891
-4.350 0.483 -1.776
-3.458 3.426 1.567
-0.922 -0.761 0.890
-0.973 -2.077 0.924
0.209 1.644 -1.721
-0.320 -0.181 0.098
1.361 -1.820 0.832
-1.165 -0.098 0.081
-0.469 0.332 -1.087
-0.346 0.365 -0.123
-0.344 -0.752 0.635
-1.541 -0.504 0.985
-0.152 0.140 1.213
-1.166 -0.087 0.930
-0.301 1.652 1.588
2.363 -0.747 -0.143
-0.052 1.329 0.577
1.673 -1.702 2.339
0.295 -1.021 -0.312
3.032 -1.866 -1.136
0.205 0.383 -0.263
0.381 1.750 -1.645